{"formula": "C44H64Cl3N4O5P2PbS2", "method": "wB97M-V/def2-TZVPD", "symbols": ["Pb", "C", "C", "C", "P", "C", "C", "C", "C", "C", "C", "C", "C", "C", "N", "C", "C", "C", "C", "C", "C", "P", "C", "C", "C", "C", "C", "C", "H", "H", "H", "H", "H", "H", "H", "H", "H", "H", "H", "H", "H", "H", "H", "H", "H", "H", "H", "H", "H", "H", "H", "H", "H", "H", "H", "H", "H", "H", "H", "H", "H", "H", "H", "H", "C", "C", "C", "C", "C", "C", "C", "N", "C", "C", "C", "C", "C", "C", "C", "N", "C", "C", "C", "C", "H", "H", "H", "H", "H", "H", "H", "H", "H", "H", "H", "H", "H", "H", "H", "H", "H", "H", "H", "H", "H", "H", "H", "H", "O", "H", "H", "O", "H", "H", "Cl", "C", "Cl", "Cl", "C", "N", "O", "S", "O", "O", "S"], "positions_angstrom": [[-1.08687, 0.74059, 0.24153], [0.65846, 4.65769, 1.47864], [1.85567, 3.94724, 0.86301], [3.14888, 4.53720, 1.42214], [1.61068, 2.10573, 0.91285], [3.06909, 1.49922, -0.09197], [2.67232, 0.28884, -0.92732], [4.37110, 1.18552, 0.64214], [1.79631, 1.61487, 2.65554], [2.92136, 1.99341, 3.40103], [3.01598, 1.82470, 4.76728], [1.91126, 1.29724, 5.43505], [0.80276, 0.88947, 4.73471], [0.71995, 0.95781, 3.31772], [-0.37639, 0.46462, 2.65824], [-1.03161, -0.64232, 3.16469], [-0.35606, -1.67326, 3.86187], [-0.99424, -2.81662, 4.29004], [-2.35381, -2.99934, 4.05332], [-3.03766, -1.99971, 3.38184], [-2.41583, -0.83784, 2.92370], [-3.35790, 0.51317, 2.12921], [-4.79134, -0.24860, 1.23657], [-6.05097, -0.60689, 2.02564], [-4.33620, -1.40813, 0.35265], [-4.11535, 1.26345, 3.64435], [-3.06687, 1.70356, 4.66014], [-5.08709, 2.40323, 3.30976], [0.76339, 5.74058, 1.37179], [0.59423, 4.44323, 2.55067], [-0.27528, 4.37455, 1.00085], [1.85727, 4.12936, -0.21919], [3.19077, 4.44475, 2.50684], [3.17920, 5.60519, 1.18843], [4.04438, 4.08272, 0.99540], [3.23676, 2.33465, -0.77918], [2.56597, -0.58992, -0.29218], [3.45285, 0.07020, -1.66403], [1.74160, 0.44718, -1.47142], [4.20712, 0.44980, 1.43289], [4.83603, 2.06043, 1.09339], [5.08952, 0.75682, -0.06361], [3.75394, 2.44261, 2.88287], [3.90784, 2.12659, 5.30067], [1.91382, 1.21221, 6.51610], [-0.04769, 0.49332, 5.27367], [0.70129, -1.55551, 4.06293], [-0.42250, -3.57927, 4.80672], [-2.86666, -3.89261, 4.38552], [-4.09623, -2.12521, 3.20472], [-5.04366, 0.57408, 0.56163], [-5.89505, -1.40184, 2.75654], [-6.81337, -0.96206, 1.32676], [-6.46769, 0.25019, 2.55281], [-4.09301, -2.30381, 0.92407], [-3.46316, -1.14217, -0.24293], [-5.13475, -1.66561, -0.34841], [-4.68130, 0.43130, 4.08165], [-2.40433, 2.45420, 4.22949], [-2.47377, 0.86134, 5.01950], [-3.56948, 2.15475, 5.52077], [-4.55487, 3.35134, 3.29344], [-5.86637, 2.46032, 4.07550], [-5.56615, 2.28966, 2.33780], [-1.05003, 0.11586, -6.79194], [-0.00832, -0.63607, -5.96404], [1.22618, 0.26472, -5.81382], [0.38065, -1.92194, -6.70571], [-0.53673, -1.00383, -4.58208], [-1.83927, -0.76718, -4.17675], [-2.22515, -1.09993, -2.88388], [-1.40309, -1.63463, -1.98949], [-0.14249, -1.87402, -2.36838], [0.31395, -1.59219, -3.64632], [0.78485, -2.38088, -1.31081], [1.97075, -3.03753, -1.61201], [2.84124, -3.41553, -0.59306], [2.45957, -3.10681, 0.70494], [1.26428, -2.43430, 0.91825], [0.44402, -2.07771, -0.05773], [4.15562, -4.10806, -0.93686], [4.97335, -3.19135, -1.85771], [3.86129, -5.43043, -1.65589], [4.98838, -4.40562, 0.30959], [-0.61643, 0.39516, -7.75408], [-1.37551, 1.02964, -6.29153], [-1.93075, -0.49836, -6.98952], [1.58501, 0.56769, -6.80033], [2.04437, -0.24647, -5.30488], [0.98628, 1.16417, -5.24308], [0.76841, -1.68004, -7.69831], [-0.48230, -2.58000, -6.82402], [1.15232, -2.47303, -6.16530], [-2.56358, -0.29947, -4.82768], [-3.22652, -0.87624, -2.54029], [1.35072, -1.76801, -3.89854], [2.21215, -3.26440, -2.64136], [3.07823, -3.35339, 1.55598], [0.96108, -2.15500, 1.91881], [4.46002, -3.00778, -2.80262], [5.93833, -3.65180, -2.08292], [5.15499, -2.22513, -1.38275], [3.29365, -5.27108, -2.57342], [3.28362, -6.10069, -1.01693], [4.79667, -5.92931, -1.92106], [5.24544, -3.49278, 0.85035], [5.92000, -4.89398, 0.01714], [4.46297, -5.07312, 0.99519], [-1.86487, -3.85150, 0.69460], [-1.71818, -3.04672, 0.17425], [-1.96478, -3.52662, 1.59871], [-2.57470, 4.04900, 2.28605], [-3.17538, 3.74833, 1.57765], [-1.74134, 3.62865, 2.04840], [-1.49962, 3.12283, -4.71613], [-0.27437, 4.20882, -4.05328], [0.77535, 4.81023, -5.36545], [-1.02389, 5.56956, -3.23600], [0.58516, 3.42806, -3.15342], [1.39519, 2.75143, -2.70366], [-4.31930, 2.93718, 0.12734], [-3.63217, 2.57715, -1.11469], [-4.13752, 3.24747, -2.29350], [-3.53312, 1.11412, -1.27033], [-1.65098, 3.17470, -0.88253]], "forces_ev_per_a": [[-0.1426, 0.2406, -0.1317], [0.0126, 0.0481, 0.1798], [0.0944, 0.0584, -0.1053], [0.0408, 0.0010, -0.0343], [-0.0961, -0.2139, -0.0941], [0.0813, 0.1131, 0.0497], [0.0158, -0.0785, -0.0466], [0.0111, -0.0529, 0.0345], [0.0209, 0.0614, 0.0529], [-0.0033, 0.0448, -0.0005], [-0.0257, -0.0187, -0.0077], [0.0287, 0.0199, 0.0078], [-0.0317, -0.0458, -0.0278], [0.0039, 0.0231, 0.0333], [-0.0015, 0.0765, -0.0635], [-0.0036, -0.0598, -0.0192], [0.0259, 0.0464, -0.0004], [-0.0005, -0.0175, 0.0061], [-0.0010, 0.0040, -0.0065], [0.0027, -0.0132, 0.0024], [-0.0918, -0.0740, 0.0491], [0.3584, -0.0266, -0.0353], [-0.0576, 0.0393, -0.0754], [-0.0116, -0.0212, 0.0456], [0.0002, -0.0348, -0.0043], [-0.1990, 0.0265, -0.0363], [0.0087, 0.0377, 0.0391], [0.0023, 0.0225, 0.0466], [0.0159, -0.0066, -0.0008], [-0.0238, -0.0223, -0.0233], [-0.0080, 0.0074, -0.0537], [-0.1126, -0.0059, 0.0001], [-0.0137, 0.0157, 0.0076], [0.0064, -0.0065, -0.0203], [-0.0008, -0.0212, 0.0035], [0.0054, -0.0052, 0.0035], [-0.0177, 0.0003, 0.0191], [-0.0064, 0.0069, 0.0053], [-0.0182, 0.0214, 0.0093], [-0.0081, 0.0004, -0.0102], [-0.0026, 0.0201, 0.0021], [0.0011, 0.0252, -0.0072], [0.0201, 0.0037, 0.0035], [-0.0082, 0.0007, 0.0098], [0.0087, -0.0007, -0.0031], [0.0019, -0.0081, -0.0031], [0.0076, 0.0037, -0.0024], [-0.0092, -0.0014, 0.0030], [0.0062, 0.0022, 0.0043], [-0.0185, -0.0130, 0.0014], [-0.0454, -0.0031, -0.0001], [0.0106, -0.0165, -0.0050], [0.0082, 0.0085, -0.0116], [0.0073, 0.0034, 0.0069], [-0.0175, -0.0079, 0.0139], [0.0231, 0.0037, 0.0102], [0.0006, 0.0168, -0.0019], [0.0143, -0.0043, -0.0159], [-0.0039, -0.0042, -0.0014], [0.0093, 0.0088, -0.0175], [0.0106, -0.0074, 0.0043], [0.0106, -0.0002, -0.0131], [0.0166, 0.0031, 0.0077], [-0.0048, -0.0117, -0.0120], [-0.0732, -0.0150, -0.0103], [-0.0006, 0.0226, -0.0148], [0.0052, 0.0183, -0.0051], [0.0267, 0.0061, 0.0007], [0.0254, -0.0250, -0.0081], [-0.0431, 0.0456, -0.0123], [0.0515, -0.0294, 0.0642], [-0.0138, -0.0898, 0.0215], [0.0169, -0.0400, -0.0217], [0.0142, 0.1099, 0.0174], [0.0316, 0.1578, -0.0040], [-0.0874, -0.0931, 0.0295], [-0.0022, -0.0246, -0.0313], [0.0414, 0.0510, 0.0198], [0.0397, -0.0735, -0.0737], [-0.0575, 0.0240, 0.0625], [0.0000, 0.0058, 0.0172], [0.0139, 0.0008, -0.0189], [0.0068, -0.0197, -0.0210], [0.0131, -0.0092, 0.0254], [0.0024, 0.0017, -0.0032], [0.0634, -0.1025, -0.0873], [0.0074, -0.0204, 0.0018], [-0.0017, 0.0039, 0.0014], [-0.0059, 0.0065, 0.0163], [-0.0009, -0.0200, -0.0132], [0.0004, -0.0028, 0.0048], [-0.0066, 0.0083, 0.0004], [0.0025, -0.0008, -0.0029], [0.0006, 0.0084, 0.0109], [-0.0272, -0.0135, -0.0177], [0.0152, -0.0092, 0.0295], [-0.0236, -0.0055, -0.0233], [-0.0016, -0.0076, -0.0086], [-0.0169, -0.0393, 0.0097], [-0.0053, 0.0005, 0.0064], [-0.0060, -0.0011, -0.0044], [0.0003, -0.0068, 0.0148], [-0.0006, 0.0047, 0.0041], [-0.0016, 0.0098, 0.0048], [-0.0011, 0.0055, 0.0051], [-0.0016, 0.0061, -0.0138], [-0.0067, -0.0001, -0.0065], [-0.0036, 0.0003, -0.0081], [-0.0714, 0.0405, 0.0025], [0.0542, -0.0662, -0.0276], [0.0183, -0.0075, -0.0006], [-0.0916, -0.0583, 0.0105], [0.0467, 0.0695, -0.0600], [-0.0537, 0.0478, -0.0259], [-0.0428, 0.1418, 0.1329], [-0.2559, -0.0128, 0.1609], [0.0354, -0.0068, -0.0717], [0.0409, 0.0444, -0.0217], [0.1818, -0.1444, -0.3810], [0.0144, 0.1301, 0.2498], [-0.0351, 0.0641, 0.0901], [0.1352, 0.0546, -0.1359], [-0.0157, 0.0213, -0.0235], [0.0250, -0.1396, 0.0528], [0.1179, -0.2389, 0.3197]], "mulliken_charge": [2.3987, -1.1949, 0.9213, -1.7631, 0.1610, 0.9907, -1.7601, -1.8641, 0.9608, -0.6294, -1.3353, -0.7819, -0.4400, -1.1487, 1.1927, -0.4824, -0.0496, -0.8347, -0.9964, -0.7392, 0.4024, 1.3005, 0.6257, -1.7441, -1.4351, 0.4935, -1.3718, -1.8598, 0.5120, 0.2169, -0.0186, 0.2572, 0.3887, 0.4824, 0.2943, 0.7096, 0.3444, 0.7618, -0.1537, 0.2930, 0.3539, 0.4539, 0.4439, 0.4055, 0.3939, 0.3849, 0.5102, 0.3441, 0.3804, -0.1675, 0.3572, 0.2075, 0.5104, 0.3519, 0.3217, 0.0441, 0.5862, 0.5580, 0.1054, 0.1809, 0.5794, 0.4218, 0.4081, 0.3389, -1.8794, 2.2220, -1.3026, -1.7527, 0.4313, -0.4164, -0.8500, -0.1897, 0.0181, -0.6868, -0.7203, -0.7484, 0.7063, -0.6241, -0.7899, 0.9288, 1.8878, -1.4732, -1.7031, -2.1220, 0.4716, 0.0771, 0.3652, 0.4881, 0.3387, 0.0284, 0.4734, 0.3533, 0.3025, 0.4897, 0.5467, 0.3265, 0.7710, 0.5331, -0.1161, 0.3375, 0.4789, 0.2079, 0.2815, 0.3841, 0.4619, 0.3653, 0.4347, 0.3868, -0.8203, 0.2381, 0.3682, -0.7818, 0.4373, -0.0485, -0.0668, 0.8273, -0.1502, -0.0494, -0.4286, -0.3312, -0.7278, 0.8304, -0.7040, -0.4165, -0.4794], "total_charge": -1, "relative_energy_kcal_mol": 5.9, "lumo_energy_ev": 1.970}